Record 1
Computed, not measured: a structure of composition C12H12FN2O2PdSbSe4 in a non-equilibrium geometry, with ωB97M-V/def2-TZVPD.

The total energy is -293834.8055 eV. Its LUMO energy (spin up / spin down) is 4.5 / 3.4 eV. As for the charge: -2. The energy relative to the best compared isomer or geometry (same formula, charge and spin) comes out at 0.00 kcal/mol. As for the multiplicity: 5. Its expectation value of S² is 6.03. Its HOMO energy (spin up / spin down) is -0.0496 / -0.0458 Ha.

Atoms and positions in Å:
Pd  0.9141  1.2320  -0.5495
C  4.5553  -0.1754  1.8550
C  3.0807  -0.1145  1.4592
O  2.5867  1.0399  1.3954
C  2.4357  -1.3417  1.2573
C  1.0599  -1.5267  0.9369
C  0.4725  -2.9045  1.1252
N  0.3060  -0.5590  0.5100
N  -1.0498  -0.8370  0.3683
C  -1.7003  0.2422  0.0438
O  -1.2209  1.4173  -0.1438
C  -3.1821  0.0888  -0.1259
C  -3.8515  -1.0675  0.2725
C  -5.2226  -1.1812  0.1066
C  -5.9494  -0.1401  -0.4613
C  -5.2884  1.0132  -0.8600
C  -3.9153  1.1278  -0.6908
H  5.0979  0.5635  1.2633
H  4.9946  -1.1615  1.6992
H  4.6622  0.1001  2.9077
H  3.0143  -2.2410  1.4248
H  1.2363  -3.5954  1.4806
H  0.0537  -3.2617  0.1827
H  -0.3528  -2.8735  1.8376
H  -3.2662  -1.8684  0.7040
H  -5.7290  -2.0869  0.4220
H  -7.0217  -0.2307  -0.5940
H  -5.8445  1.8295  -1.3076
H  -3.3744  2.0160  -0.9895
Se  5.0730  3.8692  -4.9109
Sb  5.1368  4.0142  -2.4522
Se  3.1374  2.1320  -1.6241
Se  1.4766  3.6672  -1.2818
Se  7.0863  2.5569  -2.9280
F  0.5889  0.2572  -2.3328

Cartesian forces (eV/Å) of the 2 atoms listed first:
-1.0 -0.6 0.9
0.0 0.0 0.0

Record 2
Computed, not measured: a structure of composition C12H12N2 in a non-equilibrium geometry, with ωB97M-V/def2-TZVPD.

The total energy is -15614.1184 eV. Its LUMO energy is 0.5 eV. The energy relative to the best compared isomer or geometry (same formula, charge and spin) comes out at 119.72 kcal/mol. Its HOMO energy is -0.2974 Ha.

Atoms and positions in Å:
C  1.2534  -0.2156  -0.7394
C  2.3157  -0.4544  0.1638
C  2.2891  -0.4908  1.5207
C  0.9038  -0.5001  1.9819
C  0.5137  -0.6767  3.2733
C  -1.4390  0.4791  3.0186
C  -1.2454  0.6591  1.6410
C  -0.0955  -0.0314  1.0621
C  0.1351  0.2500  -0.3593
C  -0.8771  0.9222  -1.1840
C  -1.7626  -0.0217  -2.0055
C  -1.8284  0.0281  -3.2787
H  2.6652  -0.3756  -2.2531
H  0.7253  -0.6828  -2.9913
H  3.3065  -0.7612  -0.2824
H  3.2554  -0.5066  2.1689
H  1.1637  -1.3838  4.0520
H  -2.2971  1.0669  3.4819
H  -2.0157  0.9626  0.8065
H  -1.4704  1.5466  -0.5312
H  -0.2980  1.4622  -2.0198
H  -2.6161  -0.7002  -1.6098
H  -2.4706  -0.7354  -3.6613
H  -1.1483  0.6192  -3.9750
N  1.6054  -0.3299  -2.0989
N  -0.5681  -0.1299  3.8189

Cartesian forces (eV/Å) of the 2 atoms listed first:
5.2 -1.9 -3.9
3.4 -1.3 0.1

Record 3
Computed, not measured: a structure of composition C12H12N3O6PS2V in a non-equilibrium geometry, with ωB97M-V/def2-TZVPD.

The total energy is -86023.7154 eV. Its LUMO energy is -9.0 eV. As for the charge: +1. Its HOMO energy is -0.4018 Ha.

Atoms and positions in Å:
C  0.0067  3.4688  1.7550
O  -0.6862  4.0342  0.6252
C  -0.3542  3.3555  -0.5912
C  -0.5440  1.8036  -0.3089
C  0.5824  0.8542  -0.3751
N  1.8698  1.4264  -0.7378
C  1.9389  1.6470  -1.9452
S  2.0222  2.4629  -3.3335
C  0.4059  -0.6070  -0.0766
C  1.6873  -1.4855  -0.2303
C  2.0764  -2.3161  1.0286
O  2.3108  -3.4920  0.8742
O  2.1562  -1.8031  2.2987
C  -0.9087  -1.1435  0.3312
P  -1.1287  -2.9300  0.7507
C  -2.9404  -3.3240  1.0731
O  -0.3899  -3.2877  2.2377
C  -2.0192  -0.1190  0.3656
N  -3.3318  -0.3576  0.6737
S  -4.2122  1.0208  0.5703
N  -3.0368  2.1364  0.1599
C  -1.9120  1.3583  0.0641
H  0.1566  4.3150  2.4763
H  1.0389  3.0989  1.4911
H  -0.6028  2.6842  2.2852
H  0.7010  3.5961  -0.8785
H  -1.0748  3.5940  -1.4105
H  2.5755  -0.8414  -0.4818
H  1.5358  -2.1503  -1.1226
H  2.2205  -2.5950  2.8746
H  -3.5379  -3.4110  0.1361
H  -2.9213  -4.3131  1.6141
H  -3.3768  -2.5891  1.8071
H  -0.4629  -2.4726  2.7720
O  2.6996  -1.5649  -4.4170
V  3.3767  -0.5124  -5.5758
O  4.0795  0.4593  -6.7798

Cartesian forces (eV/Å) of the 2 atoms listed first:
0.4 0.8 0.8
0.4 -0.7 -0.5

Record 4
Computed, not measured: a structure of composition C12H12N6OPbS, with ωB97M-V/def2-TZVPD.

The total energy is -39693.7969 eV. Its LUMO energy is -9.2 eV. As for the charge: +2. Its HOMO energy is -0.5370 Ha.

Atoms and positions in Å:
Pb  -1.3139  -1.0687  -1.9303
N  -4.7168  1.4228  0.2302
C  -3.6935  0.7687  -0.2571
S  -3.8622  -0.6878  -1.0654
N  -2.5045  1.5380  -0.0152
N  -1.4412  1.1510  -0.5279
C  -0.4018  2.0487  -0.2050
C  0.8755  2.0356  -0.6355
C  1.7083  3.1584  -0.2332
C  2.9278  3.3229  -0.7531
C  3.4676  2.3821  -1.7322
C  2.7882  1.2909  -2.1171
C  1.5004  0.9919  -1.5300
O  0.9635  -0.1041  -1.7247
H  -5.6562  1.0589  0.1384
H  -4.5787  2.3186  0.6825
H  -0.7160  2.8655  0.4350
H  1.3035  3.8796  0.4647
H  3.5281  4.1750  -0.4650
H  4.4494  2.5778  -2.1442
H  3.1835  0.5725  -2.8218
N  2.2214  -3.4828  1.7270
C  0.9408  -3.1481  1.4896
C  0.5566  -2.4527  0.3253
N  -0.7208  -2.1450  0.1211
C  -1.6381  -2.5100  1.0308
C  -1.2281  -3.1793  2.1722
N  0.0348  -3.4908  2.4109
H  2.9464  -3.3484  1.0466
H  2.4281  -4.0224  2.5515
H  1.2772  -2.1653  -0.4288
H  -2.6746  -2.2773  0.8420
H  -1.9550  -3.4758  2.9188

Cartesian forces (eV/Å) of the 2 atoms listed first:
0.5 -0.2 -0.3
-0.1 0.0 0.1

Record 5
Computed, not measured: a structure of composition C12H13AsCl2N2O10S5SbTc, with ωB97M-V/def2-TZVPD.

The total energy is -184903.5388 eV. Its LUMO energy (spin up / spin down) is -2.2 / -2.2 eV. The energy relative to the best compared isomer or geometry (same formula, charge and spin) comes out at 34.02 kcal/mol. Its HOMO energy (spin up / spin down) is -0.3167 / -0.3167 Ha.

Atoms and positions in Å:
Tc  0.2992  -0.8302  0.1427
C  0.6961  -0.0006  4.4282
C  0.8488  -0.2017  2.9592
N  -0.0776  -0.6414  2.1861
O  -1.2765  -0.9445  2.7222
C  2.1076  0.0831  2.2419
C  3.2609  0.7412  2.9140
N  2.1185  -0.2410  0.9906
O  3.2905  0.0948  0.3325
H  -0.2419  -0.4271  4.7700
H  0.7019  1.0649  4.6661
H  1.5172  -0.4690  4.9697
H  -1.8284  -1.1143  1.9279
H  3.1833  0.6711  3.9941
H  3.2813  1.7972  2.6338
H  4.1980  0.3042  2.5756
O  -2.2425  -0.9679  -2.6827
As  -2.8177  -0.3873  -1.1352
O  -4.3116  -0.9134  -0.8199
O  -1.6361  -0.9930  -0.0091
C  -2.7767  1.5454  -1.2562
C  -4.0708  2.0538  -1.2516
C  -4.3078  3.4097  -1.4552
C  -3.2488  4.2683  -1.6717
C  -1.9478  3.7760  -1.6588
C  -1.7139  2.4303  -1.4518
S  -0.0139  1.9309  -1.3488
O  0.2133  0.9775  -2.4442
O  0.7975  3.1018  -1.3302
O  0.0134  1.2042  -0.0230
H  -2.9657  -1.4743  -3.0824
H  -4.8976  1.3722  -1.0955
H  -5.3243  3.7793  -1.4470
H  -3.4205  5.3229  -1.8401
H  -1.1031  4.4370  -1.7929
S  3.9034  -2.5886  -3.8357
Sb  3.3800  -0.7524  -2.7363
S  3.9440  -1.2916  -0.4138
S  0.7680  -1.1248  -2.1306
S  3.5564  1.3987  -3.0960
Cl  2.5249  -5.2417  0.5497
C  1.2992  -4.9273  -0.6790
Cl  -0.2177  -5.7688  -0.3532
C  1.0159  -3.4355  -0.7412
O  1.1724  -2.9291  -1.8907
O  0.6675  -2.8367  0.3047
H  1.6817  -5.2620  -1.6364

Cartesian forces (eV/Å) of the 2 atoms listed first:
-0.2 -0.1 0.2
0.0 0.0 0.0

Record 6
Computed, not measured: a structure of composition C12H13Br2FeIN5O in a non-equilibrium geometry, with ωB97M-V/def2-TZVPD.

The total energy is -204722.7124 eV. Its LUMO energy (spin up / spin down) is -2.9 / -3.3 eV. As for the charge: +1. The energy relative to the best compared isomer or geometry (same formula, charge and spin) comes out at 5.21 kcal/mol. As for the multiplicity: 5. Its expectation value of S² is 6.01. Its HOMO energy (spin up / spin down) is -0.4264 / -0.4291 Ha.

Atoms and positions in Å:
Fe  -1.5703  0.7543  0.5978
Br  -2.1272  3.9029  -0.6480
C  -1.7719  4.2008  1.2239
Br  -0.5235  2.8676  1.9326
H  -2.6952  4.1196  1.7835
H  -1.3057  5.1703  1.3385
I  -3.9642  0.7746  1.1947
N  3.1257  -1.8565  4.5903
C  2.1721  -1.9378  3.9556
C  0.9973  -2.0431  3.1453
C  0.3784  -3.2703  2.9167
C  -0.7422  -3.2990  2.1052
C  -1.2084  -2.1153  1.5607
N  -0.6197  -0.9356  1.7869
C  0.4603  -0.9020  2.5608
H  0.7668  -4.1715  3.3707
H  -1.2478  -4.2299  1.8935
H  -2.0829  -2.1012  0.9236
H  0.9201  0.0619  2.7406
C  -0.0906  -1.9862  -3.1637
N  0.3287  -0.6493  -2.7492
C  1.3199  0.0319  -3.3729
C  1.7098  1.2533  -2.9460
C  1.0520  1.7946  -1.8037
N  0.0781  1.1212  -1.1963
C  -0.3047  -0.0859  -1.6606
O  -1.2207  -0.6918  -1.0867
N  1.3938  2.9905  -1.3252
H  0.3752  -2.2376  -4.1118
H  -1.1725  -2.0158  -3.2610
H  0.2008  -2.7165  -2.4097
H  1.7711  -0.4548  -4.2258
H  2.4949  1.8025  -3.4418
H  2.1516  3.5133  -1.7256
H  0.9507  3.3406  -0.4926

Cartesian forces (eV/Å) of the 2 atoms listed first:
1.0 -0.7 -0.5
0.0 0.1 0.3

Record 7
Computed, not measured: an isolated molecule of C12H13F3N4O4 in a non-equilibrium geometry, with ωB97M-V/def2-TZVPD.

The SMILES is CCC(=O)N[C@@]1(C(F)(F)F)C(=O)Nc2c1c(=O)n(C)c(=O)n2C. The total energy is -34959.7329 eV. Its LUMO energy is 0.4 eV. The energy relative to the best compared isomer or geometry (same formula, charge and spin) comes out at 0.00 kcal/mol. Its HOMO energy is -0.3343 Ha.

Atoms and positions in Å:
O  0.2937  -1.9923  1.1776
O  4.0243  0.5120  0.8774
O  -1.1936  1.6446  0.4532
O  -1.6960  1.0424  -2.8673
F  -1.1883  -2.9497  -1.1138
F  -2.5140  -1.9431  -2.4646
F  -0.3499  -2.1135  -2.9283
C  0.9926  -1.1920  0.5699
C  2.9808  0.1151  0.3636
C  -1.9175  0.7313  0.7637
C  -0.7738  0.5643  -2.2128
C  1.2384  0.4080  -1.2397
C  0.4774  -0.4952  -0.5844
N  0.5255  1.0101  -2.2691
N  2.2972  -0.9416  0.9621
N  2.5032  0.7271  -0.8259
N  -1.9168  -0.3641  -0.0664
C  2.9264  -1.6077  2.1669
C  3.3409  1.7487  -1.4816
C  -4.2678  0.9164  1.6719
C  -1.2496  -1.8689  -1.9590
C  -2.7608  0.8063  1.9863
C  -0.9283  -0.5696  -1.1490
H  0.5547  2.0044  -2.4171
H  -2.3223  -1.2174  0.3210
H  2.3020  -2.4466  2.5180
H  3.0919  -0.8586  2.9389
H  3.8831  -2.0222  1.8578
H  3.4978  2.6015  -0.8365
H  2.8593  2.0592  -2.4216
H  4.3306  1.3194  -1.7349
H  -4.3937  1.6280  0.8536
H  -4.6882  -0.0551  1.3796
H  -4.8580  1.2620  2.5247
H  -2.6182  -0.1205  2.5730
H  -2.4830  1.6572  2.6129

Cartesian forces (eV/Å) of the 2 atoms listed first:
0.3 0.1 0.2
-0.9 -0.2 -1.0

Record 8
Computed, not measured: the ion C12H13IN3 with charge +1, with ωB97M-V/def2-TZVPD.

The SMILES is CC[C@H](I)[n+]1cccc(-c2ccncc2)n1. The total energy is -25218.2338 eV. Its LUMO energy is -5.1 eV. As for the charge: +1. The energy relative to the best compared isomer or geometry (same formula, charge and spin) comes out at 2.12 kcal/mol. Its HOMO energy is -0.4735 Ha.

Atoms and positions in Å:
C  -2.9308  -1.0453  0.2373
C  -2.6516  -0.5761  -1.1999
C  -2.4063  0.9161  -1.2900
I  -2.7965  1.6330  -3.2695
N  -1.0227  1.2797  -0.8704
C  -0.5651  2.5088  -1.0115
C  0.7081  2.8666  -0.5967
C  1.4819  1.8794  -0.0343
C  0.9131  0.6013  0.0747
C  1.6987  -0.5055  0.6677
C  2.7426  -1.0922  -0.0378
C  3.4468  -2.1157  0.5861
N  3.1972  -2.5754  1.8043
C  2.1942  -2.0069  2.4700
C  1.4289  -0.9777  1.9395
N  -0.3005  0.3036  -0.3277
H  -2.3923  -0.4304  0.9530
H  -2.5301  -2.0442  0.3639
H  -3.9883  -1.0277  0.4625
H  -1.8276  -1.1236  -1.6419
H  -3.5167  -0.8058  -1.8106
H  -3.0832  1.4233  -0.6125
H  -1.2212  3.2304  -1.4682
H  1.0659  3.8741  -0.7137
H  2.4795  2.0782  0.3178
H  3.0030  -0.7700  -1.0322
H  4.2556  -2.5861  0.0467
H  1.9896  -2.3600  3.4674
H  0.6280  -0.5516  2.5259

Cartesian forces (eV/Å) of the 2 atoms listed first:
0.6 0.1 -0.3
-0.2 -0.2 0.3

- Which of these has the highest total energy?
  C12H12N2